No. 1
A molecular structure, C49H74BrClFIN9O5P2S2 at a distorted geometry, computed with wB97M-V/def2-TZVPD.

Structure (XYZ):
```
145
Properties=species:S:1:pos:R:3:mulliken_charge:R:1
C 1.416 -0.346 0.761 -1.066
C 0.980 0.435 -0.554 -0.113
Cl 2.332 1.398 -1.275 -0.349
C -0.405 1.174 -0.418 -0.836
C -0.415 2.724 -0.330 -0.792
C -0.016 3.373 1.067 -1.894
C 1.479 3.205 1.474 -0.015
C 2.323 4.201 0.566 -0.840
C 3.816 4.107 1.019 -0.406
F 4.273 2.784 0.989 -0.288
C -1.058 3.081 2.271 3.084
C -0.759 1.744 3.051 -0.563
C -1.054 1.688 4.582 -0.902
C 0.013 2.312 5.548 -0.884
S 1.757 2.187 4.991 -0.174
P -1.047 4.637 3.306 0.725
O 0.309 4.947 3.900 -0.731
O -1.446 6.022 2.383 -0.632
O -2.132 4.639 4.588 -0.528
C -2.462 2.899 1.548 -1.652
C -3.714 3.082 2.489 -0.468
C -4.878 2.145 1.957 -0.146
C -6.276 2.551 2.594 -1.071
I -4.410 0.150 2.760 0.382
N -2.644 3.834 0.396 1.026
C -1.754 3.456 -0.763 -0.372
Br -1.258 5.206 -1.612 0.112
P -2.788 2.604 -2.078 0.428
O -4.117 3.594 -2.477 -0.545
O -3.486 1.197 -1.445 -0.488
S -1.759 2.335 -3.680 -0.305
H 2.279 0.135 1.274 0.302
H 0.588 -0.428 1.500 0.242
H 1.730 -1.391 0.517 0.415
H 0.834 -0.404 -1.280 0.333
H -0.857 0.770 0.528 -0.050
H -1.059 0.733 -1.214 0.662
H 0.332 3.149 -1.048 1.151
H -0.134 4.483 0.892 0.895
H 1.722 3.492 2.520 0.712
H 1.920 2.203 1.299 -0.465
H 2.232 3.975 -0.519 0.260
H 1.996 5.262 0.729 0.286
H 4.489 4.735 0.394 0.246
H 3.852 4.435 2.086 0.294
H 0.267 1.336 2.867 0.541
H -1.434 0.968 2.593 0.322
H -1.116 0.597 4.847 0.320
H -2.054 2.093 4.887 0.063
H -0.061 1.748 6.514 0.525
H -0.243 3.363 5.825 0.314
H 2.453 1.552 5.991 0.186
H -2.390 6.161 2.570 0.241
H -2.930 5.141 4.364 0.354
H -2.569 1.872 1.107 -0.178
H -4.095 4.137 2.365 -0.008
H -3.540 2.832 3.552 0.337
H -4.924 2.131 0.841 0.160
H -6.877 1.612 2.613 0.460
H -6.809 3.318 1.989 0.318
H -6.126 2.849 3.655 0.303
H -2.565 4.835 0.621 0.618
H -3.616 3.698 0.081 0.395
H -4.826 3.421 -1.833 0.355
H -4.396 1.104 -1.769 0.375
N 4.212 -3.411 -2.174 0.088
C 5.486 -3.140 -1.753 -0.512
C 5.564 -1.797 -1.480 -0.817
C 4.287 -1.238 -1.741 0.072
C 3.473 -2.259 -2.165 -0.532
H 3.872 -4.316 -2.446 0.259
H 6.224 -3.922 -1.685 0.405
H 6.440 -1.275 -1.131 0.412
H 3.993 -0.204 -1.631 0.541
H 2.438 -2.266 -2.461 0.298
N -5.736 6.861 1.218 0.062
C -7.017 6.557 0.839 -0.557
C -7.859 6.957 1.845 -0.414
C -7.058 7.528 2.867 -0.491
C -5.753 7.458 2.453 -0.481
H -4.913 6.677 0.675 0.186
H -7.218 6.085 -0.109 0.405
H -8.932 6.853 1.847 0.430
H -7.400 7.945 3.801 0.444
H -4.839 7.780 2.927 0.419
N 2.830 -4.203 -6.598 0.040
C 1.548 -4.472 -6.994 -0.287
C 0.701 -4.043 -6.005 -0.971
C 1.503 -3.489 -4.975 0.026
C 2.813 -3.600 -5.371 -0.576
H 3.656 -4.416 -7.127 0.205
H 1.350 -4.945 -7.942 0.331
H -0.375 -4.117 -6.020 0.402
H 1.159 -3.058 -4.049 0.343
H 3.730 -3.304 -4.887 0.488
N 5.986 6.027 -1.867 0.028
C 7.256 6.291 -1.430 -0.508
C 7.340 7.634 -1.164 -0.395
C 6.072 8.201 -1.444 -0.377
C 5.255 7.186 -1.873 -0.499
H 5.642 5.124 -2.139 0.186
H 7.988 5.503 -1.349 0.375
H 8.216 8.150 -0.806 0.401
H 5.789 9.237 -1.343 0.403
H 4.223 7.188 -2.183 0.393
N 0.991 -7.662 -12.325 0.047
C 2.107 -7.051 -11.823 -0.903
C 1.824 -6.643 -10.545 0.030
C 0.488 -7.028 -10.264 -0.217
C 0.001 -7.657 -11.381 -0.877
H 0.911 -8.055 -13.245 0.193
H 3.002 -6.958 -12.417 0.387
H 2.503 -6.126 -9.884 0.432
H -0.055 -6.862 -9.346 0.492
H -0.960 -8.099 -11.585 0.401
N -3.570 -2.312 5.043 0.160
C -3.802 -3.660 4.975 -0.393
C -3.381 -4.218 6.154 -0.637
C -2.881 -3.168 6.966 -0.607
C -3.013 -2.002 6.255 -0.446
H -3.776 -1.650 4.316 -0.048
H -4.243 -4.102 4.097 0.366
H -3.428 -5.265 6.407 0.413
H -2.472 -3.257 7.960 0.561
H -2.759 -0.984 6.506 0.429
N 1.944 -9.013 -7.579 0.100
C 1.715 -10.359 -7.668 -0.303
C 2.089 -10.931 -6.479 -0.624
C 2.556 -9.890 -5.638 -0.485
C 2.452 -8.718 -6.344 -0.424
H 1.765 -8.344 -8.309 0.275
H 1.308 -10.792 -8.568 0.362
H 2.032 -11.981 -6.239 0.382
H 2.927 -9.988 -4.630 0.380
H 2.695 -7.702 -6.074 0.335
N 0.371 -4.312 9.035 0.010
C 0.137 -5.659 8.967 -0.427
C 0.556 -6.220 10.146 -0.423
C 1.057 -5.172 10.959 -0.394
C 0.927 -4.006 10.248 -0.486
H 0.165 -3.651 8.308 0.215
H -0.305 -6.100 8.088 0.374
H 0.508 -7.268 10.397 0.388
H 1.466 -5.262 11.952 0.387
H 1.182 -2.990 10.499 0.364
```

As for the net charge: +1. The HOMO energy is -9.04 eV. As for the total energy: -209286.11705 eV. As for the spin multiplicity: 1. For the relative energy (zero: lowest compared OMol25 entry of this formula, charge and spin), the calculation gives 0.0000 eV.



No. 2
7 unconnected molecules or ions with the total composition C49H83Cl2N2O22PS at a distorted geometry, computed with wB97M-V/def2-TZVPD.

Structure (XYZ):
```
160
Properties=species:S:1:pos:R:3:mulliken_charge:R:1
C -5.961 -0.190 0.856 -0.189
C -5.701 -0.094 -0.307 -0.776
C -5.278 0.048 -1.741 -0.511
C -3.786 0.569 -1.848 -0.040
C -2.952 -0.530 -2.569 -2.590
P -1.096 -0.341 -2.362 2.894
C -0.165 -1.706 -3.253 -1.099
C -1.107 -2.564 -4.172 -0.358
C -0.276 -3.809 -4.626 -1.165
C 1.162 -3.473 -5.131 -0.879
C 2.290 -3.877 -4.118 -0.393
C 3.059 -5.163 -4.561 -0.800
C 4.603 -5.070 -4.392 -0.741
S 5.246 -6.677 -3.733 -0.222
C 6.072 -6.178 -2.245 0.451
N 5.664 -5.184 -1.526 -0.076
N 6.547 -5.114 -0.469 -0.574
C 7.417 -6.028 -0.634 -0.019
O 7.181 -6.778 -1.763 -0.253
C -0.953 0.680 -4.001 -1.579
O -1.928 1.717 -4.123 -0.189
O -1.301 2.925 -4.500 -0.426
C -0.339 1.162 -1.515 -0.347
O -0.802 1.361 -0.144 -0.223
C 0.243 1.953 0.545 -0.252
C 0.755 3.210 0.179 0.214
C 1.825 3.813 0.823 -0.801
C 2.423 3.121 1.884 -0.261
C 1.937 1.887 2.308 -0.847
C 0.854 1.321 1.626 0.155
C -1.072 -1.279 -0.668 -0.033
Cl -2.557 -1.699 0.238 -0.165
C 0.032 -1.664 -0.015 0.235
C 0.014 -2.418 1.319 -1.595
Cl 1.660 -1.312 -0.615 -0.144
H -6.177 -0.073 1.904 0.687
H -5.383 -0.952 -2.196 0.371
H -5.981 0.703 -2.281 0.353
H -3.846 1.473 -2.470 0.253
H -3.419 0.797 -0.841 0.339
H -3.177 -0.425 -3.648 0.572
H -3.283 -1.557 -2.347 0.778
H 0.607 -1.193 -3.850 0.464
H 0.303 -2.437 -2.584 0.251
H -1.928 -2.950 -3.552 0.183
H -1.430 -2.018 -5.067 0.293
H -0.800 -4.287 -5.472 0.463
H -0.171 -4.504 -3.775 0.406
H 1.296 -2.420 -5.422 0.430
H 1.357 -4.058 -6.046 0.627
H 3.019 -3.061 -3.973 0.313
H 1.872 -4.085 -3.119 0.192
H 2.710 -5.990 -3.922 0.348
H 2.847 -5.470 -5.598 0.387
H 5.101 -4.960 -5.369 0.456
H 4.940 -4.239 -3.761 0.481
H 8.267 -6.254 0.005 0.464
H 0.042 1.176 -3.998 0.563
H -0.982 0.072 -4.922 0.584
H -1.705 3.622 -3.958 0.295
H 0.762 1.147 -1.556 -0.627
H -0.614 2.105 -2.022 0.656
H 0.268 3.702 -0.671 0.321
H 2.210 4.778 0.488 0.452
H 3.287 3.553 2.394 0.372
H 2.376 1.323 3.131 0.411
H 0.448 0.341 1.900 0.366
H -0.545 -1.858 2.086 0.327
H 1.022 -2.683 1.659 0.435
H -0.571 -3.342 1.162 0.424
C 13.803 -8.844 0.975 -1.083
C 14.223 -7.931 -0.159 -0.173
O 13.545 -8.261 -1.380 -0.379
C 12.279 -7.855 -1.461 0.778
O 11.673 -7.240 -0.621 -0.563
O 11.786 -8.265 -2.633 -0.354
C 10.400 -7.974 -2.807 -0.619
H 13.939 -9.889 0.693 0.294
H 14.391 -8.638 1.870 0.351
H 12.749 -8.711 1.219 0.302
H 15.286 -8.061 -0.358 0.291
H 14.066 -6.881 0.090 0.307
H 10.194 -6.917 -2.646 0.264
H 9.804 -8.586 -2.129 0.287
H 10.135 -8.228 -3.830 0.302
C 5.843 5.625 -5.280 -1.001
C 4.603 6.057 -4.524 -0.167
O 3.717 4.951 -4.285 -0.343
C 4.084 4.127 -3.305 0.719
O 5.069 4.237 -2.618 -0.567
O 3.186 3.144 -3.230 -0.248
C 3.514 2.129 -2.278 -0.133
H 5.567 5.105 -6.199 0.301
H 6.459 6.488 -5.530 0.362
H 6.445 4.935 -4.689 0.211
H 4.039 6.770 -5.125 0.307
H 4.855 6.551 -3.586 0.286
H 3.703 2.554 -1.293 0.257
H 4.378 1.560 -2.621 0.380
H 2.661 1.459 -2.208 -0.485
C -9.466 -1.389 7.060 -1.033
C -8.155 -1.332 7.816 -0.134
O -7.189 -2.232 7.251 -0.367
C -6.612 -1.818 6.123 0.776
O -6.819 -0.775 5.558 -0.570
O -5.772 -2.774 5.713 -0.350
C -5.154 -2.496 4.457 -0.599
H -9.831 -2.416 7.002 0.300
H -10.219 -0.772 7.550 0.291
H -9.347 -1.036 6.035 0.311
H -8.316 -1.660 8.843 0.266
H -7.755 -0.319 7.859 0.293
H -4.663 -1.525 4.462 0.288
H -5.894 -2.547 3.658 0.276
H -4.403 -3.263 4.282 0.253
C -12.336 4.326 9.337 -1.099
C -12.650 2.913 8.892 -0.212
O -11.750 1.963 9.481 -0.303
C -11.988 1.664 10.760 0.734
O -12.875 2.109 11.439 -0.561
O -11.051 0.802 11.169 -0.294
C -11.130 0.478 12.558 -0.658
H -11.290 4.565 9.139 0.290
H -12.969 5.042 8.814 0.358
H -12.495 4.447 10.409 0.314
H -12.513 2.832 7.815 0.302
H -13.684 2.642 9.110 0.313
H -12.125 0.127 12.825 0.300
H -10.856 1.345 13.159 0.297
H -10.414 -0.318 12.746 0.219
C 10.511 8.149 -1.344 -1.085
C 11.279 6.843 -1.323 -0.164
O 10.504 5.786 -0.742 -0.386
C 9.556 5.270 -1.530 0.784
O 9.315 5.606 -2.662 -0.570
O 8.911 4.331 -0.840 -0.375
C 7.798 3.757 -1.536 -0.554
H 10.153 8.397 -0.343 0.290
H 11.145 8.960 -1.705 0.352
H 9.637 8.082 -1.991 0.306
H 12.163 6.950 -0.696 0.292
H 11.620 6.560 -2.320 0.301
H 8.097 3.382 -2.514 0.283
H 7.004 4.487 -1.635 0.317
H 7.434 2.923 -0.940 0.239
C -8.192 2.476 0.154 -1.094
C -7.617 3.395 -0.901 -0.211
O -8.217 3.167 -2.186 -0.323
C -9.439 3.675 -2.348 0.747
O -10.064 4.303 -1.533 -0.551
O -9.862 3.348 -3.574 -0.337
C -11.204 3.749 -3.850 -0.645
H -8.112 1.436 -0.163 0.244
H -7.663 2.600 1.099 0.331
H -9.250 2.679 0.325 0.387
H -6.554 3.189 -1.022 0.257
H -7.713 4.445 -0.618 0.379
H -11.345 4.812 -3.662 0.296
H -11.900 3.161 -3.252 0.291
H -11.391 3.552 -4.903 0.226
```

The HOMO energy is -8.37 eV. As for the SMILES: C#CCCCP(CCCCCCCSc1nnco1)(COO)(COc1ccccc1)/C(Cl)=C(/C)Cl.CCOC(=O)OC.CCOC(=O)OC.CCOC(=O)OC.CCOC(=O)OC.CCOC(=O)OC.CCOC(=O)OC. As for the total energy: -145345.60140 eV. As for the spin multiplicity: 1.



Number 1: gap between HOMO and LUMO 5.169 eV, molar mass 1256.53 g mol⁻¹. Number 2: gap between HOMO and LUMO 8.860 eV, molar mass 1186.14 g mol⁻¹.